(1)
The following is a DFT calculation (ωB97M-V with the def2-TZVPD basis set) of C23H20N5O3S2Ti as an isolated structure.

Structure (XYZ):
```
54
Properties=species:S:1:pos:R:3:mulliken_charge:R:1
Ti -0.144 0.690 -0.273 -0.111
C -1.023 0.624 -5.801 -0.786
S -0.268 1.881 -4.758 0.039
C -0.717 1.344 -3.189 0.494
S -0.266 2.462 -1.900 -0.313
N -1.354 0.213 -3.032 -1.068
N -1.567 0.006 -1.700 0.667
C -2.376 -0.891 -1.288 -0.421
C -2.670 -0.854 0.153 0.921
C -3.678 -1.601 0.726 -1.029
C -4.009 -1.346 2.055 -0.186
C -3.334 -0.356 2.740 -0.986
C -2.306 0.328 2.102 0.189
N -1.968 0.075 0.842 0.363
H -0.865 0.957 -6.825 0.364
H -0.553 -0.344 -5.647 0.189
H -2.089 0.549 -5.604 0.313
H -2.910 -1.542 -1.973 0.426
H -4.208 -2.342 0.145 0.430
H -4.801 -1.906 2.533 0.455
H -3.579 -0.105 3.762 0.431
H -1.747 1.096 2.617 0.349
C 2.502 -1.592 -4.782 -1.120
O 1.948 -1.151 -3.549 -0.223
C 2.045 -1.978 -2.493 0.280
C 2.547 -3.267 -2.505 -0.555
C 2.612 -4.026 -1.331 -0.945
C 2.191 -3.509 -0.131 -1.043
C 1.654 -2.210 -0.090 0.507
C 1.400 -1.561 1.169 -0.326
N 0.817 -0.413 1.257 0.519
N 0.880 0.228 2.483 -0.927
C 0.629 1.485 2.288 0.421
O 0.320 1.946 1.084 -0.553
C 0.612 2.454 3.395 0.522
C 0.902 2.036 4.695 -0.298
C 0.864 2.949 5.733 -0.657
C 0.541 4.277 5.481 -0.379
C 0.255 4.693 4.189 -0.721
C 0.290 3.785 3.143 -0.311
C 1.567 -1.460 -1.271 1.560
O 1.098 -0.215 -1.246 -0.496
H 2.390 -0.759 -5.470 0.227
H 3.562 -1.830 -4.672 0.493
H 1.964 -2.462 -5.165 0.420
H 2.904 -3.699 -3.428 0.458
H 3.018 -5.027 -1.379 0.403
H 2.276 -4.083 0.782 0.430
H 1.797 -1.998 2.082 0.433
H 1.158 1.002 4.879 0.461
H 1.092 2.627 6.740 0.408
H 0.516 4.989 6.295 0.402
H 0.009 5.728 3.995 0.413
H 0.074 4.103 2.133 0.465
```

energy above the lowest of the compared OMol25 structures with the same formula, charge and spin: 0.0 kcal per mole
E: -3033.6992 a.u.
F_max: 0.7 eV Å⁻¹
charge: +1
gap between HOMO and LUMO: 6.7 eV



(2)
The following is a DFT calculation (ωB97M-V with the def2-TZVPD basis set) of C23H20N6O3STi as an isolated structure at a distorted geometry.

Structure (XYZ):
```
54
Properties=species:S:1:pos:R:3:mulliken_charge:R:1
Ti 0.493 -0.455 -0.634 0.174
N 3.720 2.130 -2.360 -0.462
C 2.739 1.464 -1.682 0.555
S 2.152 -0.005 -2.423 -0.509
N 2.297 1.976 -0.584 -1.271
N 1.301 1.223 0.005 1.049
C 0.719 1.876 1.054 0.060
C 1.001 3.288 1.386 0.021
C 1.455 3.638 2.655 -0.175
C 1.671 4.968 2.991 -0.698
C 1.442 5.965 2.057 -0.385
C 0.998 5.626 0.784 -0.741
C 0.781 4.300 0.452 -0.181
C -0.252 1.120 1.695 0.281
C -1.011 1.509 2.842 -0.822
C -1.877 0.642 3.421 -0.550
C -2.026 -0.664 2.871 -0.839
C -1.325 -0.979 1.755 -0.192
N -0.464 -0.123 1.134 0.453
H 4.239 1.622 -3.052 0.226
H 4.212 2.836 -1.837 0.243
H 1.652 2.856 3.379 0.511
H 2.027 5.221 3.982 0.367
H 1.612 7.003 2.315 0.386
H 0.822 6.400 0.048 0.379
H 0.446 4.034 -0.542 0.455
H -0.871 2.508 3.229 0.459
H -2.448 0.934 4.292 0.429
H -2.695 -1.389 3.313 0.422
H -1.428 -1.947 1.278 0.348
C -2.851 1.964 -2.352 -1.301
C -2.215 0.637 -2.044 0.778
N -2.957 -0.454 -2.214 -0.196
O -1.057 0.610 -1.619 -0.437
H -3.578 1.891 -3.160 0.430
H -2.076 2.680 -2.608 0.293
H -3.362 2.319 -1.455 0.299
H -3.878 -0.380 -2.606 0.193
H -2.558 -1.390 -2.099 0.105
O 1.537 -2.183 0.027 -0.551
C 0.711 -2.930 -0.528 0.639
N -0.356 -2.406 -1.157 0.044
C -1.139 -3.427 -1.649 0.392
O -2.202 -3.269 -2.207 -0.834
C -0.467 -4.725 -1.304 -0.063
C -0.820 -6.031 -1.564 -0.344
C 0.045 -7.020 -1.097 -0.492
C 1.205 -6.704 -0.401 -0.494
C 1.554 -5.380 -0.138 -0.568
C 0.691 -4.412 -0.606 0.308
H -1.720 -6.280 -2.108 0.490
H -0.190 -8.061 -1.281 0.388
H 1.847 -7.504 -0.057 0.406
H 2.454 -5.125 0.404 0.522
```

energy above the lowest of the compared OMol25 structures with the same formula, charge and spin: 0.0 kcal per mole
E: -2690.5393 a.u.
F_max: 1.1 eV Å⁻¹
gap between HOMO and LUMO (spin up / spin down): 5.4 / 5.4 eV



(3)
The following is a DFT calculation (ωB97M-V with the def2-TZVPD basis set) of C23H21AuFN6O as an isolated structure.

Structure (XYZ):
```
53
Properties=species:S:1:pos:R:3:mulliken_charge:R:1
Au 0.263 -0.060 -0.957 1.144
O -1.162 -0.160 3.000 -0.734
C -0.870 0.099 1.841 -0.194
N 0.271 0.412 1.267 -0.241
C 1.555 0.290 1.862 -1.052
C 2.616 0.038 0.786 0.846
C 3.957 -0.013 1.160 -0.909
C 4.945 -0.242 0.226 -0.393
C 4.584 -0.425 -1.105 -0.732
C 3.250 -0.371 -1.430 -0.438
N 2.294 -0.141 -0.513 -0.119
C -2.012 0.010 0.778 1.025
C -3.323 -0.039 1.223 -0.490
C -4.362 -0.129 0.315 -0.523
C -4.073 -0.175 -1.043 -0.760
C -2.752 -0.146 -1.434 -0.722
N -1.756 -0.057 -0.546 0.350
H 1.635 -0.537 2.584 0.469
H 1.877 1.186 2.410 0.569
H 4.200 0.131 2.205 0.527
H 5.983 -0.283 0.525 0.443
H 5.318 -0.612 -1.875 0.461
H 2.908 -0.516 -2.445 0.472
H -3.476 -0.006 2.293 0.562
H -5.387 -0.167 0.658 0.456
H -4.850 -0.248 -1.789 0.494
H -2.465 -0.204 -2.475 0.539
N 2.573 4.998 -0.922 -0.400
C 1.423 4.303 -1.079 0.438
C 1.420 2.894 -1.145 -0.009
N 0.292 2.221 -1.280 -0.151
C -0.853 2.912 -1.352 -0.152
C -0.833 4.292 -1.275 -0.531
N 0.285 4.989 -1.138 -0.594
H 3.465 4.558 -1.054 0.210
H 2.525 6.001 -0.991 0.255
H 2.344 2.333 -1.082 0.210
H -1.775 2.367 -1.471 0.442
H -1.757 4.853 -1.323 0.379
F -3.453 -4.279 2.543 -0.345
C -2.547 -3.801 1.677 0.371
C -2.891 -3.722 0.338 -0.717
C -1.962 -3.209 -0.549 -0.357
C -0.705 -2.789 -0.107 0.626
C 0.253 -2.166 -1.039 -1.831
C -0.390 -2.914 1.247 -0.100
C -1.309 -3.414 2.152 -0.685
H -3.865 -4.064 0.016 0.481
H -2.213 -3.137 -1.600 0.396
H 0.032 -2.357 -2.088 0.613
H 1.282 -2.421 -0.807 0.587
H 0.581 -2.592 1.602 0.347
H -1.089 -3.491 3.207 0.467
```

energy above the lowest of the compared OMol25 structures with the same formula, charge and spin: 25.4 kcal per mole
E: -1528.1481 a.u.
F_max: 0.4 eV Å⁻¹
charge: +1
gap between HOMO and LUMO: 7.1 eV



(4)
The following is a DFT calculation (ωB97M-V with the def2-TZVPD basis set) of C23H21BBrF4N2O2S3V as an isolated structure at a distorted geometry.

Structure (XYZ):
```
58
Properties=species:S:1:pos:R:3:mulliken_charge:R:1
V 0.132 0.708 0.486 -0.348
C 1.387 -2.750 0.334 -1.047
C 2.443 -2.505 1.410 -0.766
S 3.013 -0.788 1.565 -0.028
C 2.871 -0.503 3.336 -0.732
C 1.496 -0.735 3.946 -0.852
S 0.112 0.049 3.069 0.067
C -1.106 -1.286 3.021 -0.766
C -0.803 -2.459 2.088 -1.080
S -0.219 -1.927 0.451 0.416
H 1.199 -3.825 0.281 0.577
H 1.746 -2.428 -0.644 0.305
H 3.301 -3.134 1.162 0.512
H 2.086 -2.842 2.384 0.334
H 3.147 0.549 3.438 0.333
H 3.600 -1.084 3.907 0.458
H 1.503 -0.350 4.967 0.519
H 1.268 -1.800 4.012 0.428
H -2.018 -0.776 2.705 0.194
H -1.257 -1.640 4.043 0.630
H -1.724 -3.026 1.941 0.576
H -0.072 -3.138 2.532 0.534
F -5.303 -2.506 0.204 -0.381
C -4.323 -1.856 -0.476 0.497
C -3.722 -0.752 0.078 -1.077
C -2.723 -0.064 -0.620 0.360
C -2.289 -0.531 -1.891 0.094
C -2.968 -1.644 -2.391 0.645
F -2.660 -2.168 -3.602 -0.378
C -3.972 -2.319 -1.725 -0.863
C -1.053 -0.008 -2.522 -0.256
C -0.367 -0.614 -3.536 -0.934
C 1.068 -0.679 -3.791 -0.536
C 2.221 -0.482 -3.087 -0.537
C 2.422 -0.070 -1.686 -0.063
N 1.441 0.058 -0.918 -0.459
H -4.043 -0.394 1.049 0.497
H -4.442 -3.180 -2.176 0.477
H -0.946 -1.186 -4.242 0.444
H 1.263 -1.037 -4.800 0.265
H 3.133 -0.580 -3.677 0.286
H 3.453 0.291 -1.454 0.177
Br 1.627 3.209 2.563 -0.207
C 1.111 3.761 0.790 0.310
C 1.260 5.083 0.477 -0.859
C 0.898 5.452 -0.851 -0.245
C 0.482 4.494 -1.720 -1.495
C 0.383 3.134 -1.314 0.498
N 0.679 2.788 0.013 0.379
C -0.145 2.237 -2.299 0.084
O -0.417 2.518 -3.448 -0.739
O -0.358 0.921 -1.824 1.751
H 1.640 5.787 1.200 0.402
H 0.955 6.488 -1.159 0.372
H 0.199 4.731 -2.735 0.434
F -2.325 1.274 1.525 -0.371
B -2.039 1.155 0.122 0.499
F -2.247 2.381 -0.510 -0.336
```

energy above the lowest of the compared OMol25 structures with the same formula, charge and spin: 87.6 kcal per mole
⟨S²⟩: 4.07
E: -6285.9915 a.u.
F_max: 2.0 eV Å⁻¹
charge: -1
gap between HOMO and LUMO (spin up / spin down): 4.3 / 4.9 eV
spin multiplicity: 4